Record 1
An isolated ion of composition C29H29F5N3O2 and charge +1 in a non-equilibrium geometry. Source: the OMol25 dataset; level of theory: the ωB97M-V functional and the def2-TZVPD basis.

Output
HOMO = -0.4118 hartree
structure (SMILES) = COc1ccc([NH2+][C@H](/C=C/N2[C@H](Cc3c(F)c(F)c(F)c(F)c3F)C(=O)N(C)C2(C)C)c2ccccc2)cc1
LUMO = -2.63 eV
Kohn-Sham gap = 8.577 eV
energy above the lowest of the compared OMol25 structures with the same formula, charge and spin = 0.164 eV
net charge = +1

Cartesian coordinates (Å):
F1 -2.907325 1.828893 -2.002539
F2 -2.905024 3.005743 2.602213
F3 -6.394414 4.526258 -0.223567
F4 -5.227477 3.251037 -2.361069
F5 -5.217185 4.427847 2.263835
O1 0.698678 3.999805 -3.715928
O2 -4.259704 0.162520 1.835461
N1 -1.043618 -0.901984 0.911273
N2 2.699459 -0.548748 -1.135524
N3 -2.589015 -1.266073 2.493202
C1 2.098136 0.683674 -1.687744
C2 -4.638156 3.800025 1.213537
C3 -1.100326 -3.180272 1.952685
C4 2.406075 1.940780 -1.156742
C5 -3.278277 -1.773791 3.654888
C6 -1.241001 -1.648194 2.180069
C7 1.474034 0.531931 -2.919189
C8 -0.017790 -1.055850 0.043670
C9 -2.110332 0.003836 0.579829
C10 -0.257944 -1.177198 3.239140
C11 2.009340 -2.041453 -0.832651
C12 -3.472305 2.470270 -0.936520
C13 1.301341 2.956412 -3.077168
C14 -5.248085 3.840461 -0.045904
C15 1.101693 -1.755574 0.312611
C16 2.006827 3.087615 -1.861298
C17 3.215174 -2.996367 -0.539279
C18 5.398898 -4.709531 -0.143307
C19 4.053551 -3.304111 -1.606546
C20 -2.856552 2.370056 0.314569
C21 -4.646398 3.201387 -1.137187
C22 -3.129765 -0.293923 1.694638
C23 -3.462169 3.067262 1.365707
C24 1.044418 1.670164 -3.608668
C25 5.165051 -4.111848 -1.405849
C26 0.900692 5.374835 -3.324992
C27 -1.683963 1.464866 0.543856
C28 3.465929 -3.534061 0.734477
C29 4.545951 -4.413708 0.930957
H1 0.617549 5.532384 -2.286132
H2 -4.226788 -1.240155 3.781071
H3 -1.213779 1.738906 1.496068
H4 1.931093 5.658486 -3.522983
H5 1.339982 -2.194834 1.265848
H6 -0.205423 -0.664136 -0.975261
H7 2.866299 -3.303587 1.624501
H8 -0.411525 -1.776265 4.143004
H9 3.817498 -2.912309 -2.623828
H10 6.238117 -5.391689 0.004541
H11 2.161942 4.086678 -1.446713
H12 4.734340 -4.843753 1.925743
H13 -0.462594 -0.128099 3.481531
H14 0.780278 -1.270004 2.907566
H15 -2.669107 -1.632326 4.561613
H16 1.520472 -2.322894 -1.792488
H17 0.454200 1.573670 -4.523742
H18 -0.172102 -3.438064 1.425094
H19 -2.604772 -0.227774 -0.383088
H20 2.986277 2.064527 -0.224003
H21 -0.971655 1.591005 -0.274803
H22 3.588404 -0.719986 -1.730880
H23 -1.946081 -3.551853 1.350594
H24 -3.507786 -2.844929 3.540456
H25 -1.093046 -3.694109 2.927155
H26 1.364697 -0.458162 -3.381883
H27 3.067569 -0.279080 -0.226019
H28 0.253100 5.977711 -3.955416
H29 5.864421 -4.282350 -2.232488

Forces on atoms 1 to 2 (eV/Å):
-0.4 0.4 0.7
-0.3 0.0 -0.7

Here are the Löwdin charges for atoms 1 to 2, given in e:
1 F 0.0809
2 F 0.0958

---

Record 2
C29H29LaN2O5 as an isolated structure in a non-equilibrium geometry. Source: the OMol25 dataset; level of theory: the ωB97M-V functional and the def2-TZVPD basis.

Output
HOMO = -0.3103 hartree
LUMO = -0.93 eV
Kohn-Sham gap = 7.518 eV
energy above the lowest of the compared OMol25 structures with the same formula, charge and spin = 0.000 eV
net charge = 0

Cartesian coordinates (Å):
La1 -0.039841 -0.084579 0.848251
O1 -1.380199 1.543375 8.609304
O2 1.376300 0.109585 2.455882
O3 0.630933 1.579967 9.493501
O4 3.461351 0.041142 3.391500
O5 1.401000 -0.577647 -1.962087
N1 1.445902 -0.414272 -4.150606
N2 -0.136919 1.435660 8.514435
C1 -0.403877 0.975803 6.118050
C2 -1.321493 -2.289380 -0.254417
C3 -1.980418 -2.729173 -4.996554
C4 1.394156 0.191020 -2.960884
C5 2.383016 0.710249 5.889047
C6 1.570024 0.542492 4.755334
C7 0.472471 3.993682 -2.532749
C8 1.618321 -1.882015 -4.146611
C9 -2.106258 -1.719489 0.794441
C10 -1.743545 1.909529 0.808895
C11 -0.531047 2.503928 1.280947
C12 2.254691 0.203136 3.461295
C13 0.294322 -2.601960 -4.175315
C14 -2.159712 -3.945560 -4.327949
C15 0.430817 1.136424 7.244018
C16 -0.155187 -2.868379 0.327632
C17 0.337955 2.670769 0.163859
C18 -1.105120 -4.490840 -3.578160
C19 -0.329627 2.200785 -1.009910
C20 1.826556 1.004587 7.126505
C21 -0.203395 -2.642106 1.736211
C22 -1.412221 -1.937000 2.035496
C23 -0.996465 2.200714 -3.444142
C24 0.118903 -3.822362 -3.507803
C25 -1.612035 1.714475 -0.599997
C26 1.413963 1.690591 -2.837342
C27 -0.751996 -2.060617 -4.922827
C28 0.115379 2.494536 -2.434611
C29 0.159981 0.690980 4.881803
H1 -1.871641 2.827885 -3.225522
H2 0.593336 -3.457544 -0.210660
H3 -1.304694 1.149974 -3.424567
H4 1.330479 4.256735 -1.901199
H5 2.191851 1.952326 -2.110867
H6 0.542467 -2.974330 2.461670
H7 -2.383716 1.328193 -1.274487
H8 0.950694 -4.237064 -2.932435
H9 -0.376231 4.619868 -2.221873
H10 -1.745458 -1.618968 3.027678
H11 3.458470 0.602222 5.781617
H12 -3.067523 -1.215476 0.671036
H13 1.633911 0.105942 -5.014533
H14 -0.658372 2.444077 -4.458859
H15 2.232219 -2.154078 -5.009839
H16 -2.615471 1.640807 1.414460
H17 -3.114546 -4.477098 -4.398303
H18 0.724643 4.266704 -3.563478
H19 1.740180 2.092946 -3.811569
H20 -2.788190 -2.295474 -5.587697
H21 -1.238894 -5.441317 -3.059552
H22 1.314053 3.166099 0.161661
H23 -1.599486 -2.365325 -1.307964
H24 2.456278 1.131966 7.999608
H25 -0.509559 0.583629 4.021858
H26 2.150905 -2.162654 -3.230812
H27 -0.598618 -1.112468 -5.440739
H28 -1.479876 1.080614 6.239131
H29 -0.303899 2.783756 2.311791

Forces on atoms 1 to 2 (eV/Å):
1.5 0.0 -3.3
2.2 -0.2 -0.4

Here are the Löwdin charges for atoms 1 to 2, given in e:
1 La 2.0570
2 O 0.0545

---

Record 3
C29H29N3O3P3PdS3SbSe2 as an isolated structure. Source: the OMol25 dataset; level of theory: the ωB97M-V functional and the def2-TZVPD basis.

Output
HOMO (spin up / spin down) = -0.3693 / -0.3693 hartree
spin multiplicity = 2
LUMO (spin up / spin down) = -3.53 / -4.82 eV
Kohn-Sham gap (spin up / spin down) = 6.520 / 5.227 eV
energy above the lowest of the compared OMol25 structures with the same formula, charge and spin = 0.000 eV
net charge = +1

Cartesian coordinates (Å):
Sb1 2.641225 -1.237052 0.366035
Pd1 -0.277274 0.247329 0.139181
Se1 3.624889 6.605949 -0.063862
Se2 -1.963497 1.520578 1.470932
S1 0.867424 -1.146243 1.941427
S2 3.614603 1.020334 0.671205
S3 1.151234 -0.727030 -1.427832
P1 -1.318621 3.219637 0.279829
P2 1.716250 5.966804 0.454056
P3 -1.843854 -1.201190 -0.455079
O1 -2.628660 -0.518953 -1.623169
O2 -1.468493 -2.614400 -1.021082
O3 -2.957211 -1.468353 0.634978
N1 1.028083 1.982741 0.425839
N2 2.670347 3.435310 0.578592
N3 2.324141 2.177349 0.544696
C1 -3.475396 2.710837 -3.095551
C2 -1.746785 2.958086 -1.445152
C3 -0.240607 7.666413 -0.602960
C4 -2.591241 5.670454 0.039486
C5 0.462075 6.474694 -0.751868
C6 0.757800 5.547659 3.069474
C7 -0.787589 2.594826 -2.386420
C8 -2.258806 4.834322 2.286792
C9 -3.430842 6.895936 1.928638
C10 -2.737199 -2.327119 1.769173
C11 -2.916327 5.939559 2.794792
C12 1.542034 4.139070 0.468366
C13 0.352892 5.758128 -1.942394
C14 -1.043770 8.131975 -1.633041
C15 -1.171086 7.401499 -2.806410
C16 -0.477052 6.207861 -2.957715
C17 -2.516671 2.352345 -4.036479
C18 -1.177872 2.288169 -3.681639
C19 -2.088074 4.703936 0.907332
C20 -0.511500 -3.587364 -0.561228
C21 -3.753641 -1.156378 -2.273703
C22 0.938086 8.239286 3.720883
C23 0.425881 5.976547 4.346965
C24 -3.273498 6.759101 0.557302
C25 0.489020 3.216761 0.379461
C26 1.292493 7.811324 2.452966
C27 0.502312 7.321976 4.669375
C28 1.178856 6.463011 2.110370
C29 -3.096302 3.001163 -1.796861
H1 -3.607553 -2.219086 2.408093
H2 -4.126911 -0.432921 -2.990877
H3 0.245027 7.656045 5.665947
H4 -1.033196 -4.539146 -0.503658
H5 0.283273 -3.638499 -1.300652
H6 0.709694 4.490460 2.841288
H7 0.118094 5.254515 5.092609
H8 -1.886096 4.070720 2.957613
H9 0.946086 4.864829 -2.094790
H10 -0.101423 -3.314684 0.408982
H11 -3.669769 7.508468 -0.114629
H12 -2.816786 2.122164 -5.050538
H13 -4.519696 2.762046 -3.374414
H14 -3.419627 -2.056822 -2.783942
H15 0.261188 2.544497 -2.123412
H16 -1.840489 -2.026161 2.312671
H17 -0.431837 2.002835 -4.411234
H18 -1.799877 7.767564 -3.607565
H19 -3.035487 6.049827 3.863949
H20 1.695027 8.517321 1.736372
H21 -0.165194 8.236925 0.313672
H22 -0.561922 5.639452 -3.875401
H23 -3.960560 7.751388 2.326996
H24 -4.520994 -1.390840 -1.539179
H25 -1.573149 9.068939 -1.517134
H26 -2.648155 -3.361376 1.439403
H27 1.026384 9.286341 3.978017
H28 -3.845521 3.260202 -1.058394
H29 -2.440002 5.585213 -1.029194

Forces on atoms 1 to 2 (eV/Å):
0.1 -0.1 0.0
-0.1 0.0 -0.1

Here are the Löwdin charges for atoms 1 to 2, given in e:
1 Sb 0.4587
2 Pd 0.1624

---

- Among the records above, which one has the lowest net charge?
  C29H29LaN2O5